1.
{
  "formula": "C10H7AuBr2ClNO",
  "method": "ωB97M-V with the def2-TZVPD basis set",
  "spin_multiplicity": 1,
  "homo_lumo_gap_ha": 0.280,
  "charge": 0,
  "elements": ["Au", "Br", "C", "C", "C", "Br", "C", "C", "C", "C", "N", "C", "C", "O", "H", "H", "H", "H", "C", "H", "H", "H", "Cl"],
  "coordinates": [[-1.976853, -1.266584, -0.065031], [-1.564274, 3.768857, -0.038942], [-0.197781, 2.480618, -0.022010], [1.147622, 2.883716, -0.000178], [2.159606, 1.972693, 0.013318], [3.949685, 2.584990, 0.043396], [1.876191, 0.591306, 0.005797], [2.830696, -0.448694, 0.019528], [2.423500, -1.749062, 0.010742], [1.054556, -2.048183, -0.012142], [0.148058, -1.105961, -0.025424], [0.516991, 0.207742, -0.017092], [-0.553296, 1.152482, -0.031472], [-1.809715, 0.750711, -0.049050], [1.386112, 3.938372, 0.006493], [3.885507, -0.211205, 0.037348], [3.148671, -2.550486, 0.021170], [0.675282, -3.063589, -0.020571], [-3.990032, -1.131149, 0.039941], [-4.332376, -0.704919, -0.902583], [-4.219436, -0.447725, 0.856628], [-4.447318, -2.100687, 0.206320], [-2.111406, -3.503254, -0.076177]],
  "atomic_forces_ev_per_a": [[-0.136, 0.455, 0.318], [0.009, 0.112, 0.001], [0.044, 0.156, -0.002], [-0.042, 0.208, -0.001], [0.116, 0.011, 0.003], [0.019, -0.018, 0.001], [-0.175, -0.144, 0.001], [0.030, 0.086, -0.001], [0.141, -0.200, 0.016], [-0.087, -0.213, -0.003], [0.216, 0.203, -0.150], [0.106, 0.039, 0.004], [-0.132, -0.248, 0.014], [0.039, -0.119, -0.009], [-0.090, 0.012, -0.002], [-0.014, 0.074, -0.002], [-0.060, -0.032, 0.000], [0.078, -0.011, -0.006], [-0.275, 0.030, -0.154], [0.044, -0.002, 0.005], [0.130, 0.009, -0.008], [0.059, -0.012, -0.008], [-0.021, -0.395, -0.016]],
  "lowdin_charge": [0.90, 0.81, -0.61, -0.16, -0.63, 0.78, -0.18, -0.01, -0.03, -0.11, -0.05, -0.14, -0.40, -0.25, 0.10, 0.09, 0.11, 0.08, -0.26, 0.01, 0.01, -0.03, -0.02]
}



2.
{
  "formula": "CH2Cl4P2",
  "method": "ωB97M-V with the def2-TZVPD basis set",
  "spin_multiplicity": 1,
  "homo_lumo_gap_ha": 0.292,
  "relative_energy_kcal_mol": 44.2,
  "charge": 0,
  "elements": ["C", "P", "P", "Cl", "Cl", "Cl", "Cl", "H", "H"],
  "coordinates": [[1.048276, 0.854257, -0.690129], [-1.435176, -0.308229, 0.286049], [0.527898, -0.928245, 0.962374], [-1.720639, 1.026170, 1.881012], [-2.704233, -1.866178, 0.745160], [2.225064, 1.292396, -2.069982], [0.576930, -2.608467, -0.220246], [1.455667, 1.543898, 0.053052], [0.026213, 0.994398, -0.947290]],
  "atomic_forces_ev_per_a": [[1.909, 0.131, 1.476], [-1.364, 0.337, 0.032], [1.418, 0.918, -1.920], [0.121, -0.307, -0.351], [0.296, 0.135, 0.228], [-1.349, -1.455, 1.164], [0.102, -0.016, 0.055], [-0.731, -0.204, 0.097], [-0.401, 0.462, -0.782]],
  "lowdin_charge": [-0.62, -0.14, 0.27, 0.07, 0.09, 0.42, 0.05, -0.03, -0.11]
}



3.
{
  "formula": "C32H40F24O16",
  "method": "ωB97M-V with the def2-TZVPD basis set",
  "spin_multiplicity": 1,
  "homo_lumo_gap_ha": 0.416,
  "smiles": "CCOC(=O)C(F)(F)F.CCOC(=O)C(F)(F)F.CCOC(=O)C(F)(F)F.CCOC(=O)C(F)(F)F.CCOC(=O)C(F)(F)F.CCOC(=O)C(F)(F)F.CCOC(=O)C(F)(F)F.CCOC(=O)C(F)(F)F",
  "relative_energy_kcal_mol": 12.8,
  "charge": 0,
  "elements": ["C", "C", "O", "C", "O", "C", "F", "F", "F", "H", "H", "H", "H", "H", "C", "C", "O", "C", "O", "C", "F", "F", "F", "H", "H", "H", "H", "H", "C", "C", "O", "C", "O", "C", "F", "F", "F", "H", "H", "H", "H", "H", "C", "C", "O", "C", "O", "C", "F", "F", "F", "H", "H", "H", "H", "H", "C", "C", "O", "C", "O", "C", "F", "F", "F", "H", "H", "H", "H", "H", "C", "C", "O", "C", "O", "C", "F", "F", "F", "H", "H", "H", "H", "H", "C", "C", "O", "C", "O", "C", "F", "F", "F", "H", "H", "H", "H", "H", "C", "C", "O", "C", "O", "C", "F", "F", "F", "H", "H", "H", "H", "H"],
  "coordinates": [[9.707106, -1.089767, -5.640381], [8.455945, -1.657403, -5.011230], [7.269213, -1.220117, -5.693211], [6.694749, -0.120746, -5.269408], [7.059747, 0.587156, -4.381248], [5.408555, 0.177480, -6.073809], [5.400617, -0.423202, -7.269849], [4.342272, -0.254255, -5.388167], [5.282977, 1.487308, -6.263357], [9.935797, -1.565841, -6.591621], [10.556050, -1.140381, -4.962806], [9.559271, -0.024364, -5.845701], [8.345101, -1.405723, -3.954843], [8.474980, -2.746896, -5.027029], [-0.081091, 6.038169, -2.541447], [-1.499467, 6.408761, -2.199442], [-1.634052, 7.405824, -1.189588], [-1.255444, 7.090728, 0.030458], [-0.796738, 6.050804, 0.403013], [-1.492192, 8.239502, 1.030463], [-0.378312, 8.418678, 1.749409], [-1.818892, 9.387657, 0.458565], [-2.478564, 7.885622, 1.871235], [0.413676, 5.609986, -1.662310], [0.533996, 6.939105, -2.651765], [-0.024428, 5.351846, -3.375872], [-2.093758, 5.515888, -1.994674], [-1.954296, 6.862167, -3.080613], [1.089707, 2.208230, 3.987457], [1.404039, 1.203174, 2.906395], [1.480208, -0.090054, 3.510997], [1.778698, -1.108196, 2.730871], [2.146328, -1.049058, 1.593067], [1.728183, -2.440210, 3.501549], [2.538889, -3.315215, 2.896831], [2.132644, -2.283807, 4.759017], [0.493616, -2.943698, 3.511998], [1.904556, 2.298619, 4.704632], [0.166977, 1.925915, 4.494118], [0.992052, 3.192309, 3.530674], [2.336961, 1.480863, 2.408303], [0.650901, 1.207316, 2.113348], [-3.109337, 4.343385, 2.224862], [-3.841626, 4.207749, 3.542395], [-5.090199, 3.555453, 3.324078], [-6.173907, 4.291393, 3.402134], [-6.256246, 5.423804, 3.753940], [-7.420028, 3.589443, 2.800483], [-7.172087, 2.390944, 2.259851], [-8.362826, 3.429382, 3.744323], [-7.923099, 4.368696, 1.851253], [-3.751099, 4.792907, 1.460510], [-2.672632, 3.421516, 1.848988], [-2.314129, 5.087058, 2.308442], [-3.928591, 5.180677, 4.015077], [-3.253881, 3.554482, 4.187511], [-2.276873, -4.762138, 1.329851], [-3.581953, -4.161568, 1.860283], [-4.497352, -5.199386, 2.095814], [-5.500852, -5.400594, 1.275518], [-5.847169, -4.723941, 0.364871], [-6.305716, -6.646936, 1.693816], [-5.826102, -7.715935, 1.043491], [-6.237098, -6.877894, 3.008231], [-7.585992, -6.502200, 1.363658], [-1.825458, -5.352269, 2.131529], [-1.555811, -4.016602, 1.007252], [-2.505062, -5.460095, 0.522568], [-3.935856, -3.405698, 1.161768], [-3.338170, -3.669222, 2.798167], [4.290923, -2.824875, -2.938935], [5.775876, -2.995837, -2.921911], [6.030114, -4.334692, -2.401713], [7.270122, -4.767156, -2.459050], [8.245198, -4.101899, -2.645514], [7.338490, -6.281003, -2.194695], [6.992626, -6.534448, -0.922917], [6.503990, -6.944382, -2.989341], [8.575631, -6.724614, -2.395537], [3.923099, -2.373447, -2.015115], [3.754878, -3.745186, -3.162747], [3.910730, -2.131491, -3.694457], [6.287237, -2.304256, -2.253979], [6.222915, -2.964371, -3.915614], [-3.011106, -0.733716, 3.935765], [-4.410562, -0.169766, 4.115217], [-5.393238, -0.757988, 3.274705], [-5.475208, -0.326390, 2.044765], [-4.769961, 0.467295, 1.506821], [-6.676797, -0.953247, 1.292382], [-6.249761, -2.031596, 0.622678], [-7.655674, -1.327730, 2.119145], [-7.176748, -0.081739, 0.424634], [-2.357500, -0.394365, 4.736394], [-2.678763, -0.509331, 2.921214], [-3.011189, -1.824109, 4.031684], [-4.369224, 0.899306, 3.924470], [-4.715111, -0.248105, 5.158841], [1.646498, -0.229001, -2.985061], [1.418770, 0.305857, -1.592805], [0.037649, 0.387192, -1.228210], [-0.518704, -0.761959, -0.893059], [0.024545, -1.815777, -0.770917], [-2.018702, -0.614917, -0.538568], [-2.361026, 0.605563, -0.151092], [-2.753571, -0.957934, -1.615291], [-2.284244, -1.482012, 0.435083], [1.052188, 0.304998, -3.730428], [1.345674, -1.274352, -3.089451], [2.710080, -0.193768, -3.210122], [1.898104, 1.266555, -1.435175], [1.944325, -0.357889, -0.896790]],
  "atomic_forces_ev_per_a": [[-0.272, 0.782, -0.179], [0.501, -0.380, 0.910], [-0.193, -0.675, -0.595], [0.108, 0.150, -0.047], [-0.081, 0.261, 0.272], [0.160, -0.041, -0.390], [-0.014, 0.102, 0.219], [-0.129, -0.043, 0.111], [-0.033, 0.018, 0.044], [0.071, -0.130, 0.069], [0.017, -0.303, 0.007], [0.005, -0.067, 0.052], [0.186, 0.267, -0.121], [-0.293, 0.052, -0.341], [1.014, 0.590, 1.639], [-0.348, -0.534, -1.511], [-0.027, 0.291, 0.284], [-0.006, -0.161, 0.001], [-0.025, -0.129, 0.086], [0.092, -0.123, 0.241], [-0.098, 0.059, -0.010], [-0.040, 0.132, -0.076], [0.076, 0.043, -0.083], [-0.292, -0.540, -0.245], [-0.282, -0.019, -0.792], [0.019, 0.098, -0.209], [0.017, 0.130, 0.531], [-0.095, 0.142, 0.149], [0.020, -0.031, -0.096], [0.174, 0.883, -0.471], [-0.376, -0.212, 0.303], [0.746, 0.236, -0.287], [-0.329, 0.006, -0.081], [0.398, -0.190, -0.292], [-0.236, 0.091, 0.221], [0.013, -0.058, 0.172], [-0.235, -0.021, -0.005], [-0.049, -0.239, 0.095], [0.030, 0.190, 0.090], [-0.238, 0.007, -0.042], [0.140, -0.413, 0.144], [-0.132, -0.208, 0.180], [0.101, 0.817, -0.445], [1.385, -0.097, -0.213], [-0.207, -0.574, 0.124], [-0.320, 0.016, -0.758], [-0.100, 0.546, 0.418], [-0.230, -0.393, 0.335], [0.132, 0.141, 0.184], [0.216, 0.011, -0.047], [-0.046, 0.166, -0.208], [-0.179, -0.319, 0.032], [-0.207, -0.124, 0.016], [0.180, -0.217, 0.285], [-0.491, -0.055, 0.093], [-0.230, -0.002, 0.206], [-0.369, -0.609, 0.420], [1.855, 0.984, -0.800], [-0.103, -0.707, 0.814], [-0.585, 0.200, 0.376], [0.040, 0.216, -0.778], [-0.040, -0.075, 0.048], [0.050, -0.127, 0.059], [0.019, -0.075, -0.085], [0.044, 0.016, -0.001], [0.087, 0.012, -0.090], [-0.112, 0.146, -0.093], [0.131, 0.190, -0.181], [-0.488, -0.190, 0.016], [-0.490, -0.094, 0.236], [-1.118, 0.785, -0.050], [0.400, -0.415, 0.092], [-0.388, -0.338, -0.241], [0.040, 0.371, 0.297], [0.288, 0.097, -0.315], [0.099, 0.027, 0.353], [0.058, -0.024, -0.064], [-0.083, -0.154, -0.190], [-0.132, -0.038, 0.009], [0.010, -0.495, 0.201], [0.198, -0.201, 0.286], [0.623, 0.037, -0.202], [-0.023, 0.192, -0.196], [0.000, 0.118, 0.028], [-0.575, -0.861, -0.358], [1.092, 0.914, 0.753], [-0.343, -0.781, 0.824], [-0.543, 0.306, -0.570], [0.496, 0.334, -0.213], [0.092, -0.144, 0.143], [-0.069, 0.093, 0.020], [0.038, -0.037, -0.001], [0.047, 0.023, -0.059], [0.141, 0.415, -0.254], [0.419, 0.181, 0.249], [-0.161, 0.048, -0.004], [-0.156, 0.176, -0.281], [-0.451, -0.486, -0.226], [-0.585, -0.212, -0.395], [1.392, -0.859, 0.325], [-0.244, 0.378, -0.262], [-0.006, 0.165, 0.666], [0.080, -0.365, -0.257], [0.188, -0.212, -0.688], [0.029, -0.007, 0.006], [0.067, 0.197, 0.283], [-0.311, 0.015, 0.294], [0.326, 0.255, -0.009], [0.005, 0.005, 0.318], [-0.010, 0.267, -0.144], [-0.568, 0.415, -0.179], [-0.364, -0.003, 0.103]],
  "lowdin_charge": [-0.05, -0.21, 0.03, -0.42, 0.17, -0.54, 0.17, 0.15, 0.18, 0.08, 0.09, 0.08, 0.12, 0.12, -0.07, -0.21, 0.05, -0.40, 0.15, -0.55, 0.17, 0.18, 0.16, 0.07, 0.09, 0.08, 0.13, 0.13, -0.05, -0.21, 0.04, -0.39, 0.17, -0.55, 0.17, 0.18, 0.17, 0.08, 0.08, 0.08, 0.13, 0.13, -0.05, -0.19, 0.03, -0.40, 0.18, -0.53, 0.16, 0.16, 0.18, 0.09, 0.08, 0.06, 0.12, 0.12, -0.04, -0.21, 0.05, -0.40, 0.18, -0.55, 0.16, 0.17, 0.17, 0.08, 0.07, 0.09, 0.11, 0.11, -0.05, -0.17, 0.04, -0.41, 0.17, -0.55, 0.17, 0.18, 0.18, 0.08, 0.09, 0.06, 0.14, 0.12, -0.05, -0.19, 0.06, -0.42, 0.16, -0.54, 0.16, 0.17, 0.18, 0.08, 0.07, 0.07, 0.11, 0.13, -0.06, -0.20, 0.05, -0.40, 0.17, -0.54, 0.18, 0.17, 0.16, 0.09, 0.08, 0.06, 0.13, 0.11]
}



4.
{
  "formula": "C5H9N3",
  "method": "ωB97M-V with the def2-TZVPD basis set",
  "spin_multiplicity": 1,
  "homo_lumo_gap_ha": 0.340,
  "smiles": "[H]/N=C\\N(C=C)/N=C\\C",
  "relative_energy_kcal_mol": 116.7,
  "charge": 0,
  "elements": ["C", "C", "C", "C", "C", "H", "H", "H", "H", "H", "H", "H", "H", "H", "N", "N", "N"],
  "coordinates": [[-1.839135, -0.858428, 0.639366], [-0.799034, -1.247348, -0.398804], [1.835760, 0.593548, 0.090554], [2.878353, -0.259405, -0.068253], [-0.418247, 1.572987, -0.006006], [-2.449558, -0.096878, -0.084205], [-1.316779, -0.667452, 1.578228], [-2.593070, -1.677766, 0.897920], [-1.077049, -2.092647, -1.081341], [2.165776, 1.584681, 0.400176], [3.892154, -0.085986, 0.547581], [2.756202, -1.423450, -0.532091], [-0.292601, 2.415231, 0.655026], [-1.846846, 0.820269, -1.049826], [0.223793, -0.650336, -0.896562], [0.479379, 0.436667, -0.114956], [-1.599105, 1.636309, -0.576800]],
  "atomic_forces_ev_per_a": [[-1.142, -1.121, -1.950], [-1.531, -2.476, -2.506], [2.519, 0.561, 0.578], [0.453, -3.178, 0.529], [-2.693, -1.698, -2.251], [0.944, -1.506, 3.412], [-0.530, 1.410, -0.108], [1.339, 0.678, -0.778], [0.103, 0.408, 0.851], [-0.569, -0.047, 0.460], [-2.416, 0.030, -2.070], [0.212, 3.576, 1.496], [1.407, -0.151, 0.242], [0.146, -1.098, -1.777], [-2.026, -0.693, 1.344], [0.955, 3.438, 0.441], [2.827, 1.867, 2.086]],
  "lowdin_charge": [-0.08, -0.20, -0.24, -0.05, -0.17, 0.11, 0.08, 0.09, 0.12, 0.10, 0.08, 0.10, 0.11, -0.03, 0.07, -0.17, 0.07]
}



5.
{
  "formula": "C6H10FN2",
  "method": "ωB97M-V with the def2-TZVPD basis set",
  "spin_multiplicity": 1,
  "homo_lumo_gap_ha": 0.412,
  "smiles": "CC[C@H](F)c1c[nH]c[nH+]1",
  "relative_energy_kcal_mol": 0.0,
  "charge": 1,
  "elements": ["C", "C", "C", "F", "C", "C", "N", "C", "N", "H", "H", "H", "H", "H", "H", "H", "H", "H", "H"],
  "coordinates": [[2.210250, -0.498735, -0.088508], [1.577182, 0.827460, -0.580289], [0.466376, 1.302365, 0.394405], [0.911467, 1.350921, 1.690535], [-0.679481, 0.293852, 0.307843], [-0.955992, -0.780806, 1.058554], [-2.108926, -1.320660, 0.470339], [-2.456554, -0.603078, -0.560178], [-1.621452, 0.419077, -0.709759], [3.055193, -0.733495, -0.744467], [1.497559, -1.331954, -0.137004], [2.525915, -0.423756, 0.958768], [2.319608, 1.605672, -0.772932], [1.041019, 0.565050, -1.507824], [0.053314, 2.277878, 0.098121], [-0.387900, -1.131669, 1.908065], [-2.544791, -2.156629, 0.838681], [-3.295986, -0.809034, -1.214965], [-1.606800, 1.147542, -1.409384]],
  "atomic_forces_ev_per_a": [[-0.026, 0.424, -0.014], [-0.678, -0.823, 0.482], [-0.197, -0.756, -0.921], [-0.060, 0.064, -0.050], [1.203, 1.886, -0.099], [-0.432, 0.287, -0.593], [1.139, -0.628, 1.557], [-1.388, 0.255, -1.603], [0.652, -0.944, 1.389], [-0.099, -0.077, 0.357], [0.139, 0.201, -0.153], [0.229, 0.045, -0.342], [-0.187, -0.098, 0.113], [0.366, 0.505, -0.044], [0.298, -0.022, 0.249], [-0.482, -0.282, -0.063], [-0.307, 0.116, -0.401], [0.137, 0.015, 0.224], [-0.308, -0.168, -0.088]],
  "lowdin_charge": [-0.08, -0.16, -0.28, 0.03, -0.17, 0.04, 0.14, -0.06, 0.19, 0.09, 0.07, 0.08, 0.12, 0.11, 0.16, 0.16, 0.19, 0.17, 0.19]
}